Entry 1:
22
Properties=species:S:1:pos:R:3:forces:R:3:nbo_charge:R:1 method="wB97M-V/def2-TZVPD" gap_ev="4.9 / 5.0" e_lumo_ev="5.9 / 6.4" molar_mass_g_mol=346.78 e_homo_ev="1.06 / 1.39" energy_ha=-611.5643 charge=-2
C 0.9609 -1.2108 -1.0123 -0.80 -1.08 -0.18 -0.372
C -0.4014 -1.3586 -1.4526 0.67 -0.17 0.71 -0.349
C -1.0589 -2.2121 -0.5377 0.51 0.20 0.33 -0.361
C -0.1417 -2.6146 0.4654 -0.32 0.15 -0.76 -0.366
C 1.1191 -2.0112 0.1855 -0.31 -0.30 -0.64 -0.418
Hg 0.9043 1.0342 1.6950 0.25 -0.12 0.12 0.666
C -1.9792 1.7155 -0.1337 -0.42 0.72 1.27 -0.629
C -0.7467 2.0164 -0.5537 1.42 -0.20 -1.27 -0.142
C 0.3845 2.1030 -1.2669 0.53 0.11 -0.59 -0.288
N 1.6495 1.7019 -0.3340 1.30 0.24 0.78 -1.070
H -2.1261 -2.4028 -0.5157 -0.01 -0.08 -0.07 0.169
H -0.9346 -0.8663 -2.2707 0.51 0.07 0.22 0.182
H -0.4142 -3.3456 1.2266 0.36 0.31 0.13 0.173
H 2.0437 -2.3915 0.6505 -0.29 0.67 -0.24 0.179
H 1.7404 -0.7297 -1.6169 -0.27 -0.06 0.56 0.179
H -2.7941 1.5088 -0.8478 0.23 -0.33 0.46 0.165
H 2.6817 1.2902 -0.3629 -2.49 0.92 -1.15 0.374
H -2.1984 1.7585 0.9840 -0.14 0.03 -1.60 0.189
H 0.7756 2.6621 -2.1957 -1.02 -0.69 1.69 0.173
H 1.7295 2.6208 0.1105 0.79 -0.12 -0.03 0.356
N -0.9824 0.3045 4.3633 4.21 0.71 -4.74 -0.573
C -0.2115 0.4272 3.4199 -4.73 -0.97 4.99 -0.238

Entry 2:
19
Properties=species:S:1:pos:R:3:forces:R:3:nbo_charge:R:1 method="wB97M-V/def2-TZVPD" gap_ev="3.9 / 9.3" e_lumo_ev="0.7 / 0.7" spin_multiplicity=2 molar_mass_g_mol=106.15 e_homo_ev="-3.19 / -8.69" e_above_lowest_ev=2.114 energy_ha=-360.8509
C -2.3814 0.3990 -2.1287 0.59 3.99 1.08 -0.271
O -1.0804 -0.0112 -2.4564 -0.13 -0.75 -2.11 -0.730
H -1.0567 -0.1399 -3.4334 0.22 0.04 1.11 0.473
H -2.2790 0.6968 -1.0280 -0.83 -0.51 -1.61 0.210
H -2.7356 1.2821 -2.7597 1.22 0.09 0.98 0.149
H -3.2249 -0.1301 -2.4195 -1.12 -2.80 0.26 0.171
C 2.5563 0.2828 0.1458 -1.39 -1.11 -1.41 -0.419
C 0.3316 -0.1637 1.2958 0.15 0.58 -1.49 0.384
N -0.3380 -0.5092 0.1664 1.00 0.58 -4.44 -0.888
N 1.6106 0.4116 1.2437 -0.18 -2.26 -0.78 -0.645
N -0.2975 -0.4614 2.4493 -0.83 -0.02 2.54 -0.887
H 0.0742 -0.3521 -0.8402 -1.15 -0.50 3.12 0.426
H -1.1384 -1.1140 0.1663 0.08 -0.29 0.33 0.369
H 1.6573 1.1007 1.9096 0.95 2.10 1.11 0.375
H 0.1635 0.0023 3.2436 -0.99 -1.09 -0.22 0.386
H -1.1036 -1.1812 2.5792 2.03 1.05 -0.25 0.321
H 2.6507 -0.8084 -0.1477 0.04 1.23 0.38 0.200
H 3.5297 0.7039 0.2617 0.70 0.10 1.11 0.211
H 2.2411 0.8342 -0.7739 -0.35 -0.41 0.33 0.163

Please write out number 2 again, unchanged.
19
Properties=species:S:1:pos:R:3:forces:R:3:nbo_charge:R:1 method="wB97M-V/def2-TZVPD" gap_ev="3.9 / 9.3" e_lumo_ev="0.7 / 0.7" spin_multiplicity=2 molar_mass_g_mol=106.15 e_homo_ev="-3.19 / -8.69" e_above_lowest_ev=2.114 energy_ha=-360.8509
C -2.3814 0.3990 -2.1287 0.59 3.99 1.08 -0.271
O -1.0804 -0.0112 -2.4564 -0.13 -0.75 -2.11 -0.730
H -1.0567 -0.1399 -3.4334 0.22 0.04 1.11 0.473
H -2.2790 0.6968 -1.0280 -0.83 -0.51 -1.61 0.210
H -2.7356 1.2821 -2.7597 1.22 0.09 0.98 0.149
H -3.2249 -0.1301 -2.4195 -1.12 -2.80 0.26 0.171
C 2.5563 0.2828 0.1458 -1.39 -1.11 -1.41 -0.419
C 0.3316 -0.1637 1.2958 0.15 0.58 -1.49 0.384
N -0.3380 -0.5092 0.1664 1.00 0.58 -4.44 -0.888
N 1.6106 0.4116 1.2437 -0.18 -2.26 -0.78 -0.645
N -0.2975 -0.4614 2.4493 -0.83 -0.02 2.54 -0.887
H 0.0742 -0.3521 -0.8402 -1.15 -0.50 3.12 0.426
H -1.1384 -1.1140 0.1663 0.08 -0.29 0.33 0.369
H 1.6573 1.1007 1.9096 0.95 2.10 1.11 0.375
H 0.1635 0.0023 3.2436 -0.99 -1.09 -0.22 0.386
H -1.1036 -1.1812 2.5792 2.03 1.05 -0.25 0.321
H 2.6507 -0.8084 -0.1477 0.04 1.23 0.38 0.200
H 3.5297 0.7039 0.2617 0.70 0.10 1.11 0.211
H 2.2411 0.8342 -0.7739 -0.35 -0.41 0.33 0.163